14
Properties=species:S:1:pos:R:3:nbo_charge:R:1 method="wB97M-V/def2-TZVPD" gap_ev=8.7 energy_ha=-530.465902 de_lowest_kj_mol=0.0 charge=0 smiles="CC1=CC=C(I)C1" homo_ev=-7.98
I -3.71 -0.25 0.06 0.18
C -1.75 0.25 0.03 -0.19
C 1.90 -0.79 0.19 -0.64
C 0.28 1.27 0.04 -0.26
C -0.69 -0.83 -0.14 -0.51
C -1.15 1.45 -0.07 -0.25
C 0.60 -0.06 0.01 0.05
H 0.94 2.13 0.18 0.22
H -0.91 -1.75 0.36 0.24
H 2.67 -0.07 -0.15 0.22
H -0.58 -0.97 -1.22 0.26
H 1.98 -1.77 -0.42 0.22
H -1.65 2.45 -0.08 0.23
H 2.06 -1.07 1.22 0.23

17
Properties=species:S:1:pos:R:3:nbo_charge:R:1 method="wB97M-V/def2-TZVPD" gap_ev="7.0 / 6.9" energy_ha=-958.051783 de_lowest_kj_mol=395.0 charge=0 homo_ev="-7.98 / -7.99"
I 2.50 0.46 0.77 0.18
I 0.17 3.19 0.67 0.27
O -0.16 -1.55 -1.86 -0.55
N -0.05 0.40 -0.74 -0.60
C 0.02 -1.32 1.69 -0.24
C 0.46 -1.73 0.44 -0.26
C -0.93 -0.28 1.86 -0.32
C 0.49 1.12 0.41 -0.24
C -0.38 1.06 -2.03 -0.43
C 0.07 -1.01 -0.83 0.66
H 0.58 -1.56 2.52 0.21
H -1.62 0.08 0.99 0.22
H 0.15 0.49 -2.82 0.23
H -0.90 0.35 2.74 0.21
H -0.03 2.07 -1.95 0.21
H -1.44 0.80 -2.29 0.22
H 1.09 -2.55 0.43 0.22

21
Properties=species:S:1:pos:R:3:nbo_charge:R:1 method="wB97M-V/def2-TZVPD" gap_ev="6.7 / 8.6" energy_ha=-1291.854300 de_lowest_kj_mol=0.0 charge=0 homo_ev="-7.19 / -9.09" multiplicity=2
K -0.28 2.65 -0.22 0.98
O -1.64 0.48 -0.32 -0.81
O 2.18 -0.80 0.72 -0.52
O -0.44 -2.40 -1.12 -0.82
O 1.09 0.24 -0.97 -0.91
O 1.30 1.20 1.01 -0.81
O -0.97 -2.46 1.04 -0.60
C -2.26 -0.06 0.66 0.23
C -2.67 -1.44 0.66 -0.25
C -0.16 -2.62 0.07 0.81
C 2.29 -2.01 -0.03 -0.07
C 1.50 0.25 0.22 0.99
C 1.26 -3.03 0.43 -0.53
Li -0.53 -0.57 -1.59 0.93
H -3.24 -1.77 1.53 0.21
H 3.30 -2.39 0.16 0.19
H 2.18 -1.80 -1.11 0.21
H -2.96 -1.86 -0.31 0.21
H -2.34 0.48 1.62 0.13
H 1.34 -3.19 1.51 0.23
H 1.47 -3.98 -0.09 0.23

21
Properties=species:S:1:pos:R:3:nbo_charge:R:1 method="wB97M-V/def2-TZVPD" gap_ev=9.1 energy_ha=-853.965542 de_lowest_kj_mol=0.0 charge=+1 homo_ev=-12.94
Na 1.13 2.70 0.74 0.95
O -3.45 1.10 -1.67 -0.65
O -3.38 -0.46 -3.29 -0.66
O 3.23 1.96 1.07 -0.88
O 4.61 0.27 1.44 -0.71
O -2.08 -0.70 -1.58 -0.50
O 2.46 -0.21 1.14 -0.50
C 3.50 0.75 1.23 0.97
C -3.02 0.06 -2.13 0.98
C 0.30 -0.92 1.35 -0.56
C 1.22 0.19 1.05 0.23
C -0.47 -1.28 0.04 -0.41
C -1.51 -0.26 -0.34 -0.06
Li 5.24 2.18 1.38 0.97
H 0.81 -1.81 1.76 0.24
H -0.96 -2.25 0.20 0.24
H -2.31 -0.18 0.41 0.20
H -0.38 -0.54 2.14 0.25
H 0.22 -1.43 -0.80 0.23
H -1.09 0.75 -0.48 0.17
H -4.06 0.09 -3.69 0.51

21
Properties=species:S:1:pos:R:3:mulliken_charge:R:1 method="wB97M-V/def2-TZVPD" gap_ev="5.3 / 5.8" energy_ha=-862.831358 de_lowest_kj_mol=0.0 charge=+3 homo_ev="-20.85 / -21.13"
Tl 2.59 2.58 -1.12 0.96
O -3.78 0.89 -0.75 -0.46
O -4.08 -1.30 -0.64 -0.42
O 0.59 -0.92 -0.29 -0.43
O 2.34 0.84 0.01 -0.30
O -2.03 -0.50 -0.30 -0.24
O 0.75 2.04 -0.82 -0.48
C 2.83 -0.47 0.36 -0.36
C -3.38 -0.28 -0.65 1.00
C -1.41 0.32 0.59 -0.58
C 0.06 0.24 0.68 0.23
C 1.90 -1.47 -0.30 -0.30
C 1.00 0.96 -0.25 0.90
Li -5.54 -0.01 -1.14 0.91
H 2.80 -0.52 1.46 0.28
H 0.54 0.43 1.67 0.51
H -1.06 1.41 1.14 0.31
H 1.92 -2.42 0.24 0.34
H 2.19 -1.61 -1.36 0.35
H 3.86 -0.55 0.01 0.40
H -2.10 0.32 1.46 0.38

21
Properties=species:S:1:pos:R:3:nbo_charge:R:1 method="wB97M-V/def2-TZVPD" gap_ev="6.3 / 6.4" energy_ha=-729.606249 de_lowest_kj_mol=0.0 charge=+2 homo_ev="-16.19 / -16.38" multiplicity=2
Y -1.86 -1.88 -1.84 2.47
O -1.82 -0.51 -0.15 -0.93
O 1.30 0.23 -2.75 -0.42
O -0.68 -0.63 -3.17 -0.78
O -0.05 2.26 -0.13 -0.46
O 0.41 -1.38 -1.43 -0.86
O 1.09 0.60 0.82 -0.80
C 2.11 1.73 -1.01 -0.54
C 2.39 0.48 -1.84 -0.08
C 0.97 1.52 -0.02 0.78
C 0.35 -0.61 -2.44 1.01
C -2.26 0.70 -0.07 0.23
C -2.02 1.55 1.02 -0.24
Li 0.14 -0.94 0.48 0.94
H 1.89 2.58 -1.66 0.26
H -1.78 1.11 1.99 0.24
H 2.55 -0.39 -1.20 0.21
H 3.27 0.64 -2.47 0.25
H -2.70 1.16 -0.97 0.18
H -2.47 2.54 1.00 0.26
H 3.02 1.95 -0.44 0.28

The highest charge belongs to which entry? C6H7LiO6Tl

The highest charge belongs to which entry? C6H7LiO6Tl